[1]
DFT (ωB97M-V/def2-TZVPD) results for a cluster of 2 separate species, C3H7N2O2S in total at a distorted geometry.

ORCA input file:
```
! wB97M-V def2-TZVPD RIJCOSX def2/J DEFGRID3
* xyz 1 1
C -2.361 -0.124 -0.424
C 2.688 -0.219 0.895
C 1.638 0.110 -1.397
N -1.628 0.597 0.469
N -3.548 -0.519 -0.138
O -0.452 0.184 0.790
O -1.993 1.759 0.532
S 1.767 0.978 -0.021
H 2.892 -0.154 1.983
H 3.761 -0.120 0.569
H 2.299 -1.223 0.668
H 2.005 -0.909 -1.642
H 1.228 0.716 -2.147
H -4.200 -0.600 -0.958
H -4.097 -0.475 0.821
*
```

- E_HOMO (spin up / spin down) (Eh) = -0.49917 / -0.49914
- maximum force (eV/A) = 3.69
- frontier orbital gap (spin up / spin down) (eV) = 7.88 / 7.88
- relative energy (zero: lowest compared OMol25 entry of this formula, charge and spin) (kcal per mole) = 141.9

Results of the natural (NBO) charge analysis, in e, for atoms 1 through 8: C 0.301; C -0.840; C -0.417; N 0.398; N -0.701; O -0.497; O -0.319; S 0.872

=====

[2]
DFT (ωB97M-V/def2-TZVPD) results for a cluster of 2 separate species, C5H13NO in total.

ORCA input file:
```
! wB97M-V def2-TZVPD RIJCOSX def2/J DEFGRID3
* xyz 0 1
C -0.535 0.881 0.781
O -1.113 0.155 -0.296
C -1.064 2.301 0.774
C -0.736 3.043 -0.516
H 0.560 0.893 0.696
H -0.788 0.408 1.735
H -0.648 2.811 1.644
H -2.142 2.265 0.945
H -1.180 4.039 -0.526
H -1.127 2.479 -1.360
H 0.342 3.149 -0.633
C 0.804 -2.954 0.619
C 1.878 -1.562 -0.897
N 0.805 -2.142 -0.586
H 0.328 -3.906 0.396
H 0.218 -2.455 1.388
H 1.814 -3.147 0.995
H 2.797 -1.675 -0.313
H 1.912 -0.937 -1.785
H -0.576 -0.638 -0.433
*
```

- E_HOMO (Eh) = -0.36207
- maximum force (eV/A) = 0.32
- frontier orbital gap (eV) = 10.82
- relative energy (zero: lowest compared OMol25 entry of this formula, charge and spin) (kcal per mole) = 36.8
- SMILES = C=NC.CCCO

Results of the natural (NBO) charge analysis, in e, for atoms 1 through 8: C -0.057; O -0.748; C -0.411; C -0.610; H 0.146; H 0.154; H 0.197; H 0.202

=====

[3]
DFT (ωB97M-V/def2-TZVPD) results for a structure of composition C36H30LiN5O2.

ORCA input file:
```
! wB97M-V def2-TZVPD RIJCOSX def2/J DEFGRID3
* xyz 0 1
Li 0.130 0.432 -0.264
O -3.182 -4.918 -3.235
C -3.895 -3.916 -2.534
C -2.972 -2.782 -2.187
C -3.466 -1.660 -1.535
C -2.589 -0.647 -1.193
N -1.291 -0.688 -1.476
C -0.815 -1.755 -2.116
C -1.619 -2.826 -2.485
C 0.659 -1.731 -2.380
C 1.304 -2.694 -3.145
C 2.675 -2.597 -3.340
C 3.404 -3.617 -4.181
O 2.928 -4.938 -3.993
C 3.348 -1.534 -2.756
C 2.623 -0.617 -2.011
N 1.314 -0.708 -1.825
H -3.774 -5.654 -3.409
H -4.322 -4.312 -1.605
H -4.721 -3.525 -3.139
H -4.513 -1.580 -1.271
H -2.924 0.227 -0.648
H -1.215 -3.695 -2.981
H 0.765 -3.518 -3.590
H 4.480 -3.545 -3.994
H 3.241 -3.397 -5.238
H 3.047 -5.178 -3.068
H 4.418 -1.421 -2.871
H 3.111 0.224 -1.532
C 1.355 4.457 -1.287
C 0.859 3.149 -1.389
N 1.215 2.176 -0.581
C 2.089 2.448 0.409
C 2.642 3.722 0.597
C 2.251 4.738 -0.293
C 3.543 3.958 1.691
C 3.843 2.972 2.558
C 3.280 1.658 2.407
C 3.548 0.615 3.311
C 2.973 -0.608 3.111
C 2.135 -0.785 1.997
N 1.860 0.170 1.138
C 2.419 1.383 1.337
H 1.016 5.218 -1.976
H 0.137 2.895 -2.158
H 2.654 5.736 -0.170
H 3.962 4.949 1.813
H 4.510 3.154 3.391
H 4.199 0.797 4.158
H 3.144 -1.431 3.791
H 1.666 -1.745 1.822
C -2.225 -2.453 3.641
C -1.430 -2.587 2.509
C -1.101 -1.490 1.734
C -1.545 -0.180 2.045
C -2.351 -0.071 3.206
C -2.673 -1.177 3.971
N -1.137 0.864 1.268
C -1.836 2.061 1.336
C -1.152 3.282 1.435
C -1.814 4.501 1.383
C -3.193 4.556 1.243
C -3.898 3.358 1.169
C -3.239 2.143 1.217
H -2.485 -3.311 4.246
H -1.068 -3.569 2.219
H -0.492 -1.626 0.844
H -2.706 0.905 3.510
H -3.286 -1.039 4.856
H -0.079 3.259 1.579
H -1.243 5.419 1.467
H -3.709 5.506 1.205
H -4.978 3.373 1.070
H -3.811 1.222 1.173
*
```

- E_HOMO (Eh) = -0.20619
- maximum force (eV/A) = 0.15
- frontier orbital gap (eV) = 5.65
- relative energy (zero: lowest compared OMol25 entry of this formula, charge and spin) (kcal per mole) = 0.0

Results of the Löwdin charge analysis, in e, for atoms 1 through 8: Li 0.545; O -0.057; C -0.207; C -0.175; C 0.005; C -0.103; N 0.067; C -0.205

=====

[4]
DFT (ωB97M-V/def2-TZVPD) results for the ion C4H13N2 with charge +1 at a distorted geometry.

ORCA input file:
```
! wB97M-V def2-TZVPD RIJCOSX def2/J DEFGRID3
* xyz 1 1
N -2.184 -0.730 0.169
C -1.854 0.340 -0.789
C -0.671 1.200 -0.239
N 0.241 0.325 0.512
C 1.396 -0.254 -0.295
C 2.496 -0.728 0.625
H -2.420 -1.599 -0.288
H -2.898 -0.485 0.837
H -0.405 -0.450 0.810
H -1.574 -0.139 -1.716
H -2.682 1.039 -0.939
H -1.057 1.975 0.392
H -0.184 1.661 -1.087
H 0.696 0.769 1.300
H 1.753 0.582 -0.893
H 0.976 -1.038 -0.914
H 2.243 -1.652 1.137
H 3.390 -0.849 0.025
H 2.736 0.035 1.355
*
```

- E_HOMO (Eh) = -0.52895
- maximum force (eV/A) = 1.29
- frontier orbital gap (eV) = 11.57
- relative energy (zero: lowest compared OMol25 entry of this formula, charge and spin) (kcal per mole) = 14.2
- SMILES = CC[NH2+]CCN

Results of the natural (NBO) charge analysis, in e, for atoms 1 through 8: N -0.872; C -0.238; C -0.244; N -0.534; C -0.207; C -0.636; H 0.399; H 0.393

=====

[5]
DFT (ωB97M-V/def2-TZVPD) results for a structure of composition C24H41F3P2Sn at a distorted geometry.

ORCA input file:
```
! wB97M-V def2-TZVPD RIJCOSX def2/J DEFGRID3
* xyz 2 1
Sn -3.258 -2.022 -1.915
C 1.856 2.135 -0.586
C 0.669 2.875 -0.351
C 1.239 1.798 1.598
C 2.210 1.473 0.617
C 0.282 2.664 1.002
C 2.603 2.103 -1.863
H 1.919 2.004 -2.714
H 3.305 1.263 -1.881
H 3.180 3.027 -2.013
C 3.375 0.591 0.824
H 4.143 0.778 0.066
H 3.100 -0.473 0.763
H 3.817 0.755 1.815
C 1.230 1.311 2.993
H 2.250 1.279 3.395
H 0.818 0.294 3.067
H 0.625 1.964 3.628
C -0.898 3.260 1.654
H -0.783 4.348 1.775
H -1.056 2.825 2.646
H -1.806 3.092 1.057
C -0.023 3.731 -1.330
H 0.455 4.719 -1.402
H -1.068 3.891 -1.046
H 0.000 3.283 -2.332
C -2.454 -3.214 -3.431
C -1.917 -2.531 -4.651
C -2.805 -1.559 -5.386
C -3.531 -0.457 -4.590
C -4.308 -0.837 -3.343
C -5.057 -2.053 -3.102
C -5.010 -3.280 -3.977
C -3.691 -4.088 -3.842
H -3.568 -2.127 -5.955
H -4.233 0.057 -5.271
H -2.207 -1.033 -6.156
H -3.482 -4.606 -4.790
H -1.687 -3.826 -2.932
H -1.713 -3.363 -5.378
H -3.848 -4.882 -3.098
H -5.840 -3.933 -3.664
H -5.940 -1.949 -2.463
H -5.219 -3.040 -5.032
H -2.799 0.324 -4.338
H -4.714 0.054 -2.847
P 0.137 -2.207 -5.351
C 0.818 -3.738 -4.616
C 0.102 -2.730 -7.101
P -4.318 -2.755 2.917
C -3.329 -3.073 1.517
C -5.110 -1.158 2.371
C -5.659 -3.991 2.587
H 0.774 -3.648 -3.525
H 1.867 -3.800 -4.938
H 0.289 -4.637 -4.953
H -0.428 -1.964 -7.682
H -0.362 -3.710 -7.237
H 1.154 -2.770 -7.424
H -5.540 -4.433 1.590
H -6.638 -3.509 2.696
H -5.565 -4.774 3.352
H -2.360 -2.571 1.393
H -3.639 -3.839 0.793
H -5.046 -0.432 3.194
H -6.161 -1.305 2.094
H -4.537 -0.771 1.516
F -0.410 -1.193 -0.779
C -1.552 -0.540 -1.183
F -1.934 0.248 -0.117
F -1.137 0.342 -2.166
*
```

- E_HOMO (spin up / spin down) (Eh) = -0.43982 / -0.44002
- maximum force (eV/A) = 5.87
- frontier orbital gap (spin up / spin down) (eV) = 4.18 / 4.26
- relative energy (zero: lowest compared OMol25 entry of this formula, charge and spin) (kcal per mole) = 34.8

Results of the Löwdin charge analysis, in e, for atoms 1 through 8: Sn 1.314; C -0.126; C -0.137; C -0.110; C -0.117; C -0.120; C 0.011; H 0.099

=====

[6]
DFT (ωB97M-V/def2-TZVPD) results for a cluster of 2 separate species, CH4O3 in total at a distorted geometry.

ORCA input file:
```
! wB97M-V def2-TZVPD RIJCOSX def2/J DEFGRID3
* xyz 0 1
C -0.004 -0.010 0.035
O 1.272 0.321 0.301
O -0.292 -1.303 0.234
O -0.919 0.851 0.511
H -0.143 0.247 -1.811
H 1.389 1.274 0.200
H 0.496 -1.845 0.102
H -1.800 0.464 0.428
*
```

- E_HOMO (Eh) = -0.30734
- maximum force (eV/A) = 4.06
- frontier orbital gap (eV) = 9.09
- relative energy (zero: lowest compared OMol25 entry of this formula, charge and spin) (kcal per mole) = 69.7

natural (NBO) analysis output, partial charges in e: C 0.863; O -0.705; O -0.702; O -0.702; H -0.267; H 0.505; H 0.505; H 0.503

=====

Q: What is the formula in the fifth record?
A: C24H41F3P2Sn

=====

Q: Which formula does entry 6 have?
A: CH4O3

=====

Copy entry 2 word for word.
DFT (ωB97M-V/def2-TZVPD) results for a cluster of 2 separate species, C5H13NO in total.

ORCA input file:
```
! wB97M-V def2-TZVPD RIJCOSX def2/J DEFGRID3
* xyz 0 1
C -0.535 0.881 0.781
O -1.113 0.155 -0.296
C -1.064 2.301 0.774
C -0.736 3.043 -0.516
H 0.560 0.893 0.696
H -0.788 0.408 1.735
H -0.648 2.811 1.644
H -2.142 2.265 0.945
H -1.180 4.039 -0.526
H -1.127 2.479 -1.360
H 0.342 3.149 -0.633
C 0.804 -2.954 0.619
C 1.878 -1.562 -0.897
N 0.805 -2.142 -0.586
H 0.328 -3.906 0.396
H 0.218 -2.455 1.388
H 1.814 -3.147 0.995
H 2.797 -1.675 -0.313
H 1.912 -0.937 -1.785
H -0.576 -0.638 -0.433
*
```

- E_HOMO (Eh) = -0.36207
- maximum force (eV/A) = 0.32
- frontier orbital gap (eV) = 10.82
- relative energy (zero: lowest compared OMol25 entry of this formula, charge and spin) (kcal per mole) = 36.8
- SMILES = C=NC.CCCO

Results of the natural (NBO) charge analysis, in e, for atoms 1 through 8: C -0.057; O -0.748; C -0.411; C -0.610; H 0.146; H 0.154; H 0.197; H 0.202